No. 1
C44H53InN6O4PSi | ωB97M-V/def2-TZVPD

The geometry in ORCA input format:
```
! wB97M-V def2-TZVPD RIJCOSX def2/J DEFGRID3
* xyz 1 1
In 0.14005 0.67497 -0.00248
O 0.20581 7.43394 -1.71697
C -0.84933 6.81294 -1.52742
O -2.03496 7.16351 -1.44999
C -0.63322 5.30185 -1.24479
C -1.70420 4.47928 -0.91644
C -1.47762 3.13592 -0.70183
N -0.24648 2.62039 -0.81375
C 0.80227 3.40042 -1.10016
C 0.64064 4.75066 -1.32445
C 2.10897 2.67996 -1.14918
C 3.29358 3.30159 -1.51778
C 4.45715 2.55555 -1.56675
C 4.41855 1.20101 -1.26290
C 3.20830 0.65130 -0.89899
N 2.08316 1.37119 -0.84008
C -2.53570 2.14749 -0.33666
C -3.88953 2.45242 -0.36401
C -4.80326 1.47438 -0.01278
C -4.35194 0.21466 0.35622
C -2.99190 -0.01954 0.34445
N -2.11068 0.92141 0.00282
H -2.67621 4.95155 -0.85379
H 1.44461 5.43587 -1.56254
H 3.29692 4.35264 -1.76551
H 5.38993 3.02876 -1.84284
H 5.30710 0.58758 -1.29276
H 3.12257 -0.39809 -0.64193
H -4.21438 3.44036 -0.65469
H -5.86203 1.69612 -0.01945
H -5.03533 -0.56721 0.65372
H -2.58710 -0.98319 0.63131
C 2.27250 2.91899 3.38344
C 2.38888 1.42570 3.72533
C 2.96790 1.25533 5.13638
C 3.36430 0.77376 2.73687
Si 0.68692 0.64002 3.46618
O 0.16756 0.99180 1.94386
C -0.64513 1.32192 4.58930
C -0.47345 2.22656 5.63645
C -1.54915 2.67722 6.39170
C -2.82908 2.22330 6.11592
C -3.02939 1.32536 5.07530
C -1.94971 0.88614 4.32744
C 0.76574 -1.23102 3.66598
C 1.27110 -1.77860 4.85045
C 1.28332 -3.14560 5.08002
C 0.77445 -4.01234 4.12444
C 0.25153 -3.49817 2.94802
C 0.25610 -2.12568 2.72524
H 3.25617 3.39187 3.47093
H 1.59003 3.44951 4.04901
H 1.91166 3.07568 2.36347
H 3.86351 1.87748 5.23632
H 3.27474 0.22476 5.32066
H 2.28325 1.54576 5.93375
H 4.32675 1.29718 2.75884
H 2.99266 0.83416 1.71042
H 3.54753 -0.27717 2.97253
H 0.51025 2.61446 5.86948
H -1.38583 3.38402 7.19479
H -3.66818 2.56816 6.70601
H -4.02692 0.96554 4.85521
H -2.12526 0.18046 3.51937
H 1.64059 -1.12411 5.63122
H 1.67729 -3.53380 6.01039
H 0.76898 -5.07963 4.30374
H -0.17368 -4.17511 2.21896
H -0.18945 -1.75112 1.80510
O 0.12719 -0.95362 -1.31492
P -0.24829 -1.73322 -2.57198
N -1.31017 -2.87006 -2.08381
C -1.33292 -3.47091 -0.73878
C -1.73050 -4.91918 -1.00218
C -2.64604 -4.81473 -2.21950
C -1.97672 -3.74141 -3.07613
N -0.86950 -0.75128 -3.71175
C -1.94706 0.19781 -3.34664
C -2.50602 0.64599 -4.69265
C -2.33163 -0.59069 -5.56787
C -0.96019 -1.10887 -5.15317
N 1.02740 -2.47377 -3.28444
C 1.62327 -3.62432 -2.56045
C 3.02791 -3.79498 -3.16744
C 3.11745 -2.76214 -4.29582
C 2.11743 -1.68768 -3.89876
H -2.07573 -2.97092 -0.10897
H -0.36426 -3.37599 -0.25288
H -2.21985 -5.37382 -0.14221
H -0.84504 -5.51373 -1.23711
H -3.64357 -4.48854 -1.92040
H -2.75007 -5.75475 -2.75755
H -2.69528 -3.17196 -3.66820
H -1.24130 -4.17936 -3.75945
H -1.55090 1.03130 -2.76520
H -2.71496 -0.30996 -2.75227
H -1.91081 1.47203 -5.08611
H -3.53694 0.98470 -4.61162
H -2.37796 -0.37070 -6.63272
H -3.10296 -1.33118 -5.34387
H -0.17153 -0.60066 -5.71155
H -0.84050 -2.18116 -5.30038
H 0.99851 -4.50706 -2.69779
H 1.68881 -3.42299 -1.48598
H 3.17376 -4.80645 -3.54073
H 3.79238 -3.62207 -2.41055
H 2.82021 -3.20572 -5.24633
H 4.12093 -2.35843 -4.41818
H 1.74882 -1.11804 -4.74696
H 2.55249 -0.98395 -3.17683
*
```

Summary:
HOMO energy ... -9.978 eV
HOMO-LUMO gap ... 0.2331 Ha
LUMO level ... -3.635 eV
ΔE to the lowest compared entry with this formula, charge and spin ... 0.000 eV

No. 2
C44H53NO14P3STeZr | ωB97M-V/def2-TZVPD

The geometry in ORCA input format:
```
! wB97M-V def2-TZVPD RIJCOSX def2/J DEFGRID3
* xyz -1 1
Zr 0.29567 0.58865 -0.93136
O -1.47686 -0.22432 2.37076
C -1.91664 0.53273 1.46180
O -1.35097 0.86767 0.34235
C -3.31982 1.08163 1.67026
C -3.71917 1.15961 3.01268
C -4.98351 1.54317 3.32716
C -5.91397 2.00720 2.36958
C -5.47567 2.09618 1.04713
C -4.19411 1.55810 0.72378
P -3.89970 1.22662 -1.02683
C -5.13275 -0.15924 -1.20444
C -5.04399 -0.81419 -2.45044
C -5.80055 -2.00186 -2.71732
C -6.79207 -2.38746 -1.78465
C -6.91183 -1.72499 -0.57526
C -6.00895 -0.75065 -0.22165
C -4.84081 2.70872 -1.66839
C -4.21613 3.99768 -1.55186
C -4.78726 5.14580 -2.05033
C -6.05909 5.09135 -2.68550
C -6.60772 3.83561 -2.90647
C -6.02635 2.65045 -2.39198
H -3.03928 0.86581 3.86162
H -5.22895 1.57642 4.37985
H -6.89582 2.28859 2.68632
H -6.10132 2.47406 0.23577
H -4.33651 -0.47868 -3.22030
H -5.62527 -2.55626 -3.67467
H -7.53537 -3.16604 -2.03819
H -7.69758 -1.96792 0.10235
H -6.06045 -0.30998 0.79534
H -3.28519 3.98321 -1.03481
H -4.26016 6.09346 -1.95305
H -6.56715 6.00421 -2.94681
H -7.54250 3.64213 -3.45191
H -6.49778 1.71862 -2.64658
O 0.66419 3.96640 0.74779
S 1.18182 3.20460 -0.41673
O 5.94176 4.70218 0.24037
O 0.05276 2.63215 -1.44290
O 1.65073 1.66114 0.21316
C 4.69557 -0.09206 -5.40922
C 3.47818 -0.97208 -5.46164
O 2.50196 -0.62543 -4.39196
P 1.41966 0.55095 -4.39702
O 0.84666 0.44027 -2.92752
Te 2.15942 2.66924 -5.22107
O 0.06726 0.18994 -5.11869
C -0.40370 -0.10976 -6.49009
C -1.76866 0.57672 -6.70542
H 5.50755 -0.57547 -6.03417
H 5.07699 0.05317 -4.40509
H 4.50890 0.90820 -5.79202
H 3.73545 -2.01655 -5.22487
H 2.95980 -0.93678 -6.41597
H -0.43910 -1.19082 -6.54949
H 0.33756 0.20409 -7.25881
H -1.78608 1.59473 -6.33462
H -2.55831 0.08167 -6.12162
H -2.07606 0.47503 -7.79906
C -2.43135 -4.67207 6.50250
C -1.43509 -3.77342 5.86408
C -0.42710 -3.28004 6.70790
C 0.61899 -2.47153 6.24792
C 0.64623 -2.17930 4.91342
C -0.36367 -2.62385 4.03705
N -0.11580 -2.46561 2.62842
C 0.45404 -3.46237 1.87351
C 0.87882 -4.68420 2.39153
C 0.87695 -5.80653 1.55437
C 0.68847 -5.68686 0.18102
C 0.60279 -4.42686 -0.43663
C 0.46838 -3.29145 0.40150
C 0.36618 -1.95970 -0.19452
O 1.10462 -1.00330 0.30864
O -0.29788 -1.74672 -1.27934
C -1.49459 -3.26040 4.53773
C -2.73441 -3.32987 3.69719
H -1.90250 -5.56318 6.80095
H -3.25560 -4.96069 5.84921
H -2.95109 -4.21649 7.41988
H -0.47418 -3.42963 7.77236
H 1.25457 -2.01155 6.95728
H 1.44370 -1.62079 4.48671
H -0.37159 -1.53513 2.28148
H 1.11179 -4.72206 3.46450
H 1.08362 -6.76253 1.98868
H 0.48210 -6.63691 -0.35738
H 0.53042 -4.27737 -1.50638
H -3.48633 -2.62842 4.09206
H -3.22278 -4.29320 3.68957
H -2.52384 -2.93531 2.71021
C 9.39408 0.17524 -0.79316
C 8.53203 -0.30962 0.44827
O 7.59832 0.63964 0.98429
P 6.33390 1.36758 0.24500
O 6.99688 2.65666 -0.47830
C 7.08609 4.06971 -0.07781
C 4.67791 4.36329 -0.35583
O 5.73063 2.17353 1.52853
C 4.89465 1.49550 2.50485
C 4.27143 2.59121 3.39150
H 10.16392 -0.58699 -1.01609
H 9.96170 1.10586 -0.62448
H 8.74221 0.32664 -1.65359
H 9.23655 -0.63683 1.26984
H 7.92265 -1.15956 0.12908
H 7.63381 4.58441 -0.90542
H 7.75554 4.08907 0.80233
H 4.67553 3.29445 -0.60933
H 4.53240 5.01891 -1.24927
H 3.94499 4.61969 0.46636
H 5.51344 0.77095 3.04834
H 4.13142 0.92794 1.89302
H 4.78943 3.57334 3.44404
H 4.23655 2.21648 4.42074
H 3.22136 2.76258 3.06435
*
```

Summary:
HOMO energy ... -4.977 eV
HOMO-LUMO gap ... 0.2662 Ha
LUMO level ... 2.266 eV
ΔE to the lowest compared entry with this formula, charge and spin ... 2.182 eV

No. 3
C44H55Cl2FN9O2 | ωB97M-V/def2-TZVPD

The geometry in ORCA input format:
```
! wB97M-V def2-TZVPD RIJCOSX def2/J DEFGRID3
* xyz 1 1
C -1.68339 -1.13376 -0.26004
C -1.07816 0.19440 -1.00299
C -1.12009 -0.09767 -2.56687
C 0.29327 0.72493 -0.37960
C 1.61656 0.52491 -1.23088
Cl 1.77424 1.49618 -2.83050
C 2.12385 -0.91786 -1.69961
C 2.32692 -2.12930 -0.67748
C 1.02536 -3.06909 -0.49360
O 0.37134 -3.51081 -1.45393
Cl 0.58516 -3.50763 1.25092
N 3.53487 -0.54533 -2.11587
C 3.94498 0.73730 -1.47870
N 5.03953 1.41409 -1.78365
C 5.96681 0.80258 -2.79436
C 6.66039 2.04185 -3.56932
C 5.58876 2.98809 -4.29165
O 7.38632 2.83607 -2.59030
N 2.86067 1.05174 -0.54833
C 3.03322 0.79686 0.89841
C 2.62030 2.16378 1.67772
F 4.44843 0.62322 1.17623
H -1.61981 -1.97029 -1.03361
H -2.78533 -0.99910 0.02240
H -1.07461 -1.31439 0.68403
H -1.87146 1.01083 -0.79804
H -2.15507 -0.53225 -2.82876
H -1.08352 0.92303 -3.10739
H -0.26591 -0.71614 -2.99268
H 0.34925 0.30556 0.69935
H 0.17314 1.86566 -0.22815
H 1.71379 -1.40481 -2.64330
H 2.74979 -1.86182 0.34449
H 3.10966 -2.83254 -1.16138
H 4.29344 -1.15781 -1.78063
H 5.15808 2.33797 -1.34757
H 6.73477 0.12010 -2.29487
H 5.38744 0.20840 -3.59709
H 7.43984 1.60011 -4.28687
H 6.16842 3.63388 -5.04160
H 4.80287 2.41062 -4.89599
H 5.04260 3.68531 -3.56813
H 7.51134 2.25282 -1.80850
H 2.37855 -0.01612 1.35051
H 3.43874 2.95620 1.64158
H 2.36156 1.89065 2.76882
H 1.65573 2.61175 1.22791
N -0.91135 0.75184 -5.59238
C -0.58732 1.98332 -6.01857
C -1.20130 2.61653 -7.08699
C -2.20778 1.93955 -7.76053
C -2.56177 0.66489 -7.34266
C -1.88956 0.12005 -6.26054
H 0.20736 2.47072 -5.46208
H -0.90025 3.61306 -7.38529
H -2.71161 2.40095 -8.60274
H -3.34226 0.10769 -7.84536
H -2.13303 -0.87226 -5.89401
N 0.31498 -7.18350 -2.99267
C -0.22599 -5.95410 -2.96303
C -1.17938 -5.50960 -3.86507
C -1.59870 -6.38121 -4.85982
C -1.05486 -7.65663 -4.91468
C -0.10966 -8.00718 -3.96412
H 0.13576 -5.30773 -2.16930
H -1.58342 -4.50732 -3.79183
H -2.34244 -6.06985 -5.58535
H -1.35866 -8.36232 -5.67772
H 0.34190 -8.99414 -3.96325
N 2.33148 1.60263 5.11911
C 1.89362 1.55243 6.38780
C 2.46825 0.76500 7.37260
C 3.55811 -0.02242 7.03153
C 4.03113 0.00665 5.72796
C 3.38927 0.82931 4.81729
H 1.03825 2.18328 6.60610
H 2.07356 0.76751 8.38081
H 4.03424 -0.65282 7.77448
H 4.87885 -0.59587 5.42637
H 3.72497 0.88809 3.78706
N -1.03359 -0.74480 3.05535
C -1.82686 0.10245 3.73106
C -2.10241 -0.01289 5.08353
C -1.52992 -1.06601 5.78230
C -0.70732 -1.95748 5.10789
C -0.49147 -1.75352 3.75486
H -2.25327 0.90710 3.14072
H -2.74826 0.70162 5.57803
H -1.72270 -1.19085 6.84242
H -0.24439 -2.79082 5.62166
H 0.14742 -2.42061 3.18271
N -5.70559 -0.04073 5.68405
C -6.49903 0.80839 6.35652
C -6.77809 0.69611 7.70917
C -6.20895 -0.35620 8.41136
C -5.38618 -1.24996 7.74065
C -5.16635 -1.04904 6.38749
H -6.92292 1.61238 5.76369
H -7.42408 1.41266 8.20077
H -6.40434 -0.47876 9.47107
H -4.92585 -2.08302 8.25729
H -4.52794 -1.71857 5.81968
N -4.08813 2.51501 -1.87441
C -4.42365 3.07300 -0.69982
C -4.28998 4.42378 -0.42106
C -3.77604 5.25012 -1.40981
C -3.41916 4.69994 -2.63252
C -3.59492 3.33758 -2.81416
H -4.81767 2.38591 0.04223
H -4.57984 4.81942 0.54435
H -3.65503 6.31272 -1.22950
H -3.01451 5.31522 -3.42647
H -3.33401 2.86118 -3.75434
*
```

Summary:
HOMO energy ... -10.910 eV
HOMO-LUMO gap ... 0.2840 Ha
LUMO level ... -3.181 eV
ΔE to the lowest compared entry with this formula, charge and spin ... 4.744 eV

Summary of DFT total energy in eV
-85960.54247; -123927.48472; -91777.41392
(order as listed above)